This record from the OMol25 dataset describes 6 unconnected molecules or ions with the total composition C21H40N6O7 in a non-equilibrium geometry. The level of theory is wB97M-V/def2-TZVPD.

Summary:
max |F|: 0.30994 Eh/bohr
HOMO-LUMO gap: 7.7929 eV
E_HOMO: -8.79 eV
E_LUMO: -1.0 eV
net charge: 0
relative energy (zero: lowest compared OMol25 entry of this formula, charge and spin): 11.895 eV

XYZ file:
```
74
Properties=species:S:1:pos:R:3:forces:R:3:mulliken_charge:R:1
O -7.915092 45.340811 -12.667156 -0.305 2.419 2.279 -0.59
N -8.092965 45.954318 -11.558114 0.130 -2.890 -2.470 0.90
O -8.255495 45.340201 -10.536614 0.057 -0.421 1.076 -0.55
C -8.187383 47.358585 -11.462538 0.781 6.621 -2.427 0.12
C -7.957124 48.064453 -10.183037 0.347 1.317 0.263 0.11
C -8.056080 49.636821 -10.051203 -0.077 -0.869 -3.661 0.08
C -8.212396 50.403192 -11.324955 -0.891 -6.628 0.248 -0.55
C -8.415086 49.761138 -12.589562 1.053 -12.166 10.242 -0.92
C -8.286794 48.200506 -12.798723 -0.339 1.789 4.233 -0.42
H -7.560377 47.349659 -9.284522 -1.469 2.182 -2.155 0.07
H -8.008205 50.397500 -9.208793 0.257 -2.198 -0.253 0.39
H -8.427654 51.362236 -11.590027 0.068 3.388 1.215 0.40
H -8.310501 50.257664 -13.322589 0.609 6.635 -10.031 0.60
H -8.276060 47.670508 -13.804649 -0.188 0.870 1.602 0.35
C -11.538304 45.243843 -3.801005 1.487 2.059 -1.756 -0.97
N -11.755840 46.706838 -4.038628 0.675 -0.040 1.551 0.01
C -11.370854 47.657621 -2.919903 7.961 -4.879 -3.955 -0.92
C -12.069930 47.157430 -5.284946 1.807 -4.404 1.175 -0.07
O -11.951724 48.249228 -5.697096 -0.456 3.363 -0.950 -0.48
H -11.762108 45.109197 -2.763630 0.250 -0.735 0.447 0.54
H -10.465363 44.906202 -4.190358 -2.202 0.508 1.247 0.14
H -12.301575 44.849472 -4.423746 -0.460 -1.346 -0.327 0.40
H -10.816536 46.931041 -2.087375 -0.870 2.698 -2.279 0.30
H -12.184212 47.939326 -2.595392 -8.070 3.038 4.025 0.50
H -10.933158 48.541745 -3.467030 0.536 -0.930 1.246 0.24
H -12.132088 46.226751 -5.912830 -0.807 0.603 -0.310 0.36
C -9.028201 46.528085 -6.028887 0.824 2.294 -0.609 -1.04
N -8.116837 47.690933 -6.262893 -0.754 0.271 -0.573 0.29
C -6.676529 47.427969 -6.412078 -1.012 6.203 -0.012 -1.28
C -8.568878 48.937429 -6.010674 1.785 3.005 -0.073 -0.09
O -7.833841 49.990502 -6.128644 -2.425 -3.298 0.345 -0.47
H -9.906007 46.502601 -6.683761 0.401 0.106 0.089 0.26
H -9.271930 46.648258 -5.010896 -0.892 -0.526 1.228 0.43
H -8.390070 45.711565 -6.160819 0.464 -1.691 -0.208 0.44
H -6.338905 47.172118 -5.461786 1.248 0.181 1.899 0.58
H -6.156298 48.419650 -6.906021 -1.238 -2.691 1.466 0.08
H -6.536646 46.606692 -6.937513 0.584 -3.625 -3.156 0.56
H -9.645445 49.008626 -5.638395 1.139 -0.186 -0.692 0.27
C -8.404689 53.558527 -8.207311 -0.932 0.531 3.348 -1.17
N -9.839085 53.206681 -8.497023 4.135 -0.197 1.859 0.12
C -10.259602 53.934952 -9.615616 3.573 4.030 2.447 -0.99
C -10.465087 52.116148 -8.028726 -5.353 2.051 -2.962 -0.03
O -11.654669 51.949414 -8.466334 2.987 -0.744 1.321 -0.70
H -8.283636 54.615484 -7.974822 -0.601 0.858 -1.616 0.38
H -7.618954 53.250516 -8.871015 0.072 -0.506 -0.370 0.53
H -8.141375 53.481496 -7.116053 -0.167 -2.033 -0.777 0.24
H -9.751829 54.999957 -9.447638 -1.571 -1.913 -0.691 0.27
H -11.235183 53.993722 -9.730124 -4.621 0.244 -0.414 0.43
H -9.802631 53.552575 -10.422744 1.438 -1.316 -3.436 0.32
H -10.069612 51.579766 -7.229249 1.159 -1.077 1.294 0.59
C -2.896359 49.757283 -7.504914 2.351 -0.995 -3.338 -0.96
N -3.320858 51.064738 -7.926030 -1.387 -0.347 -1.433 0.21
C -3.019466 52.175414 -7.062437 -2.662 3.561 0.895 -0.88
C -4.173458 51.226508 -9.008018 -1.649 1.487 -0.506 0.19
O -4.665624 52.332592 -9.291712 1.042 -1.741 0.456 -0.60
H -1.771031 49.947976 -7.385533 -1.528 -1.221 0.805 0.45
H -2.942302 49.003035 -8.440834 -0.078 1.714 2.038 0.30
H -3.487741 49.311807 -6.719421 0.267 0.067 0.640 0.19
H -2.568784 51.921905 -6.102430 0.257 -0.566 -0.442 0.39
H -4.039995 52.744384 -6.700738 2.108 -1.522 -0.988 0.19
H -2.470322 53.064798 -7.512545 -0.341 -1.525 0.115 0.30
H -4.560627 50.327647 -9.686691 1.465 1.089 1.790 0.23
C -3.842808 50.094371 -2.499775 0.968 6.051 3.053 -1.12
N -4.915733 51.063432 -2.971986 3.732 -1.759 2.916 0.22
C -5.610185 50.679477 -4.135629 -0.259 -2.488 -0.630 -0.89
C -5.037354 52.303947 -2.382732 -2.320 1.141 -4.677 0.06
O -5.751993 53.096646 -3.070465 1.504 -0.895 2.757 -0.60
H -2.741822 50.434927 -2.648851 -1.898 -0.460 -0.344 0.24
H -3.990106 49.157218 -2.783265 -0.787 -3.858 -1.664 0.44
H -3.971891 50.123460 -1.396791 0.378 -0.352 -0.419 0.40
H -6.640655 50.556477 -3.943450 -1.321 0.117 0.148 0.45
H -5.324184 49.693639 -4.656767 0.234 1.257 1.446 0.08
H -5.496368 51.378158 -4.867565 0.029 2.174 -2.154 0.36
H -4.488912 52.645443 -1.474660 -0.233 -0.886 -0.447 0.33
```
Forces are in eV/Å.